Record 1
Below is C4H10B2Br3NO3 as an isolated structure at a distorted geometry, with properties calculated with wB97M-V/def2-TZVPD.

```
23
Properties=species:S:1:pos:R:3
C -1.5796 1.8225 2.3704
C -1.5202 0.4937 1.6646
O -1.8389 -0.5469 2.1797
N -1.0335 0.5554 0.3078
C -1.8215 -0.2559 -0.6456
B 0.3733 0.5945 0.1888
B 1.5313 0.5256 1.4450
O 2.1000 1.6505 2.0041
O 1.9242 -0.7293 1.9057
H -0.6182 2.0059 2.8648
H -2.3617 1.7922 3.1298
H -1.7590 2.6344 1.6659
H -2.4068 0.3878 -1.3086
H -2.4952 -0.9025 -0.0828
H -1.1750 -0.8890 -1.2518
H 0.7817 0.6795 -0.9371
H 3.0616 1.6836 2.0047
H 2.5425 -1.2415 1.3799
C 1.3188 -2.1500 -3.8339
Br 1.7384 -0.5818 -4.8574
Br 1.9634 -1.9999 -2.0274
Br -0.5597 -2.5445 -3.8789
H 1.8342 -2.9842 -4.2877
```

Its HOMO energy is -9.4 eV. As for the total charge: 0. The orbital gap is 9.18 eV.

---

Record 2
Below is C18H43CdF6NO6S2Si2 as an isolated structure at a distorted geometry, with properties calculated with wB97M-V/def2-TZVPD.

```
79
Properties=species:S:1:pos:R:3
O -0.9269 -2.2607 -1.0125
O -2.2345 -0.5962 -2.7246
C 0.3315 -2.8688 -0.7153
C 0.5687 -3.3313 0.7092
H 1.0910 -2.1275 -1.0032
H 0.4233 -3.7137 -1.4112
H 0.6546 -2.4869 1.4099
H 1.5192 -3.8715 0.7401
H -0.2101 -4.0192 1.0592
C -1.9294 -2.1786 0.0285
C -2.9925 -3.2212 -0.1771
H -2.3474 -1.1661 -0.0678
H -1.4871 -2.2421 1.0361
H -3.5379 -3.0252 -1.1026
H -3.6975 -3.1824 0.6643
H -2.5573 -4.2213 -0.2194
C -3.3152 0.3311 -2.9221
C -2.0049 -1.5274 -3.7916
C -4.4029 0.0676 -1.9089
H -3.7256 0.2555 -3.9432
H -2.8892 1.3349 -2.7846
H -4.8477 -0.9213 -2.0747
H -5.1949 0.8100 -2.0185
H -4.0214 0.1203 -0.8829
C -3.1868 -2.4251 -4.0645
H -1.1444 -2.1161 -3.4587
H -1.7132 -0.9722 -4.7012
H -3.4744 -2.9745 -3.1595
H -2.9033 -3.1550 -4.8272
H -4.0405 -1.8522 -4.4407
H -0.7829 -0.2206 -1.5351
Cd 0.8997 1.6622 1.4937
C -0.1238 0.6746 -1.2900
Si 0.6828 1.3085 -2.8786
H -0.7796 1.4296 -0.8395
H 0.6258 0.3357 -0.5630
C 1.4478 -0.1653 -3.7654
C 2.0149 2.5946 -2.5323
C -0.5502 2.0819 -4.0727
C 2.6114 0.4700 0.9868
Si 3.9242 1.1883 2.1106
H 2.8684 0.4903 -0.0810
H 2.3893 -0.5720 1.2687
C 4.7644 2.5643 1.1406
C 5.1602 -0.1504 2.5936
C 3.2814 1.8424 3.7646
H -0.0119 2.4927 -4.9408
H -1.0983 2.9068 -3.5992
H -1.2832 1.3576 -4.4506
H 2.3424 -0.5200 -3.2348
H 1.7456 0.1356 -4.7806
H 0.7396 -1.0002 -3.8508
H 2.6204 2.3571 -1.6445
H 1.5637 3.5870 -2.3874
H 2.6939 2.6630 -3.3951
H 5.3006 -0.8671 1.7752
H 4.8034 -0.7030 3.4740
H 6.1357 0.2913 2.8386
H 2.9543 1.0122 4.4086
H 2.4433 2.5537 3.6972
H 4.1085 2.3648 4.2707
H 5.6387 2.9456 1.6869
H 4.0848 3.4082 0.9545
H 5.1082 2.1855 0.1664
F -0.0520 -1.7229 6.1860
C -0.1957 -0.4787 5.6837
F -1.3500 0.0513 6.1250
F 0.8347 0.2895 6.1104
S -0.1714 -0.5843 3.7979
O 1.1873 -0.9456 3.4658
O -1.2641 -1.4129 3.3734
N -0.3215 0.9883 3.3007
S -1.7147 1.6230 2.7745
O -1.3940 2.1059 1.4118
O -2.9204 0.8915 3.0041
C -1.7005 3.2069 3.7568
F -1.8137 2.9519 5.0749
F -0.5307 3.8724 3.5456
F -2.7202 3.9954 3.3644
```

Its HOMO energy is -9.2 eV. The energy relative to the best compared isomer or geometry (same formula, charge and spin) comes out at 56.3 kJ/mol. As for the total charge: 0. The orbital gap is 8.50 eV.

---

Record 3
Below is C37H40AsFeNOP2 as an isolated structure at a distorted geometry, with properties calculated with wB97M-V/def2-TZVPD.

```
83
Properties=species:S:1:pos:R:3
C -1.7243 -3.5661 -3.2953
C -0.9022 -2.4527 -3.2210
C -1.4599 -1.1597 -3.5276
C -2.8666 -1.0381 -3.8546
C -3.6654 -2.2229 -3.9231
C -3.1000 -3.4539 -3.6585
C -3.3700 0.2578 -4.0704
C -2.5310 1.3798 -3.9423
C -1.1369 1.1356 -3.6313
C -0.2326 2.2437 -3.4550
C -0.7245 3.5317 -3.5961
C -2.0931 3.7747 -3.9200
C -2.9795 2.7303 -4.0894
H -1.3153 -4.5553 -3.0610
H -4.7279 -2.1346 -4.1752
H -3.7119 -4.3606 -3.7092
H -4.4282 0.3953 -4.3216
H -0.0513 4.3848 -3.4545
H -2.4384 4.8084 -4.0257
H -4.0330 2.9188 -4.3234
N -0.6389 -0.0997 -3.4641
Fe 0.0000 0.0000 0.0000
C 0.5219 -2.5101 -2.7500
H 1.1326 -1.7706 -3.2926
H 0.9457 -3.5208 -2.8855
C 1.1762 1.9306 -3.0546
H 1.5248 1.0283 -3.5828
H 1.8544 2.7746 -3.2715
P 0.6878 -2.0869 -0.9181
P 1.3423 1.5365 -1.2096
C 1.2505 3.2637 -0.5347
H 1.4855 3.2400 0.5425
H 1.9448 3.9519 -1.0500
H 0.2162 3.6289 -0.6476
C 3.1859 1.2626 -1.1713
H 3.7393 2.1129 -1.6089
H 3.5119 1.1187 -0.1271
H 3.4269 0.3477 -1.7386
C -0.1805 -3.5379 -0.1695
H 0.1719 -4.4957 -0.5934
H -0.0081 -3.5206 0.9187
H -1.2622 -3.4233 -0.3443
C 2.4648 -2.5720 -0.6545
H 2.7144 -2.4627 0.4147
H 2.6520 -3.6157 -0.9638
H 3.1183 -1.8990 -1.2332
H -1.1652 0.0298 -1.0295
H -0.9095 -1.0199 0.9213
O 1.5338 0.0102 1.1108
As 1.3898 -0.0863 2.7727
C 2.8929 -1.0823 3.5104
C 3.8081 -0.4310 4.3499
C 4.8696 -1.1392 4.9172
C 5.0211 -2.5016 4.6505
C 4.1084 -3.1563 3.8157
C 3.0434 -2.4480 3.2485
C 1.5111 1.8000 3.3102
C 0.4843 2.4022 4.0555
C 0.5627 3.7506 4.4116
C 1.6689 4.5097 4.0273
C 2.6993 3.9180 3.2906
C 2.6218 2.5663 2.9330
C -0.3662 -0.7466 3.3646
C -1.5489 -0.0630 3.0301
C -2.7878 -0.5345 3.4737
C -2.8549 -1.6847 4.2630
C -1.6830 -2.3627 4.6104
C -0.4422 -1.8943 4.1649
H 3.6982 0.6193 4.5778
H 5.5695 -0.6314 5.5694
H 5.8409 -3.0505 5.0950
H 4.2215 -4.2132 3.6171
H 2.3315 -2.9640 2.6195
H -0.3799 1.8393 4.3716
H -0.2356 4.2056 4.9846
H 1.7256 5.5554 4.3012
H 3.5545 4.5088 2.9928
H 3.4199 2.1190 2.3552
H -1.5071 0.8309 2.4205
H -3.6951 -0.0076 3.2075
H -3.8139 -2.0495 4.6086
H -1.7354 -3.2508 5.2270
H 0.4559 -2.4256 4.4458
```

Its HOMO energy (alpha / beta) is -8.4 / -9.8 eV. Its spin multiplicity is 6. The energy relative to the best compared isomer or geometry (same formula, charge and spin) comes out at 71.1 kJ/mol. As for the total charge: +1. The orbital gap (alpha / beta) is 5.90 / 6.70 eV.

---

Record 4
Below is C32H60Br10FN4O9P2S2 as an isolated structure at a distorted geometry, with properties calculated with wB97M-V/def2-TZVPD.

```
120
Properties=species:S:1:pos:R:3
C 3.2965 2.9176 -4.2457
C 4.0991 3.2200 -2.9883
O 3.1748 3.3976 -1.8884
P 3.8235 3.3015 -0.4427
O 5.2633 3.0641 -0.4489
C 3.0368 1.9654 0.5044
C 3.3236 0.6712 -0.2693
N 2.1976 -0.3359 -0.0589
C 2.0666 -0.3670 1.4145
C 1.5388 -1.7899 1.5913
F 0.2233 -1.6631 1.2083
C 1.6860 -2.1493 3.0700
C 0.3045 -2.2607 3.7452
C -0.2582 -0.8619 4.0629
S -1.8236 -0.4609 3.2617
C -1.5161 0.9667 2.2679
S -0.4355 2.0879 2.7913
N -2.2464 1.0650 1.1095
C -2.0478 2.3290 0.3997
C -2.8486 2.2420 -0.9272
O -3.7560 1.1706 -0.9263
C -3.0425 -0.0330 -0.9629
C -1.9973 -0.0345 0.1804
N 2.3750 -2.4981 0.6140
C 1.6161 -3.7580 0.3900
O 2.5900 -4.8099 0.2963
C 2.0276 -5.9876 -0.1335
C 2.8423 -6.7112 -1.1627
O 0.9779 -6.3388 0.2679
C 2.4886 -1.6035 -0.4367
N 2.8466 -1.9219 -1.6657
C 3.2685 -3.3077 -2.0165
C 4.2070 -3.2965 -3.2086
O 5.2407 -2.7639 -2.8954
O 3.7621 -3.7516 -4.4303
P 2.8675 -0.8024 -3.0105
O 2.1733 -1.3899 -4.1543
O 3.5503 4.6189 0.3968
C 2.6044 5.5756 -0.1547
C 1.1531 5.0862 -0.1814
H 4.0143 2.7569 -5.0419
H 2.6000 3.7174 -4.4560
H 2.7690 1.9837 -4.0685
H 4.7565 2.3745 -2.8203
H 4.7050 4.1022 -3.1523
H 3.5340 1.9946 1.4633
H 1.9739 2.1874 0.5478
H 4.2445 0.2394 0.1111
H 3.4341 0.9586 -1.3045
H 3.0303 -0.3988 1.9098
H 1.3011 0.2660 1.8407
H 2.2143 -3.0965 3.1617
H 2.2287 -1.4016 3.6349
H -0.3885 -2.8933 3.2039
H 0.4803 -2.7369 4.7069
H 0.4913 -0.1046 3.8649
H -0.4436 -0.8016 5.1304
H -1.0111 2.5145 0.1306
H -2.4868 3.1382 0.9679
H -3.3333 3.1733 -1.1854
H -2.1183 2.0370 -1.7223
H -2.5677 -0.2121 -1.9311
H -3.7715 -0.8210 -0.8126
H -1.0038 0.0112 -0.2769
H -2.0884 -0.9788 0.6964
H 0.9822 -4.0026 1.2300
H 1.0726 -3.7607 -0.5482
H 3.8708 -6.3773 -1.1309
H 2.3731 -6.4957 -2.1176
H 2.7682 -7.7672 -0.9424
H 2.4306 -3.9751 -2.1572
H 3.8798 -3.6304 -1.1846
H 3.4269 -3.0053 -4.9552
H 2.1421 0.2929 -2.5449
H 4.1956 -0.5018 -3.3325
H 2.6543 6.4340 0.5016
H 2.9464 5.9089 -1.1271
H 0.5280 5.7513 0.4029
H 0.7835 5.1306 -1.2001
H 1.0209 4.0961 0.2383
Br -4.7971 5.2287 -1.9508
C -5.6396 3.7284 -2.8668
C -7.1214 3.6940 -2.6161
Br -7.5285 3.0165 -0.8347
H -5.1341 2.8271 -2.5321
H -5.4360 3.8873 -3.9231
H -7.6081 3.0059 -3.3018
H -7.5849 4.6670 -2.6955
Br -12.9991 3.5416 -4.2688
C -11.4679 3.3048 -3.0958
C -10.7557 4.6051 -2.8425
Br -9.6751 5.1440 -4.3721
H -10.8303 2.5587 -3.5574
H -11.8744 2.9100 -2.1680
H -10.0533 4.4974 -2.0177
H -11.4331 5.4256 -2.6346
Br 9.1397 -3.4668 -6.7503
C 8.0336 -5.0090 -6.3129
C 6.5761 -4.6309 -6.2210
Br 6.1767 -3.6657 -4.5134
H 8.4211 -5.4201 -5.3867
H 8.2070 -5.7194 -7.1187
H 5.9542 -5.5265 -6.2057
H 6.2578 -3.9867 -7.0357
Br 0.1027 -3.1805 7.1929
C -1.6924 -2.9664 7.9076
C -2.6753 -3.8509 7.1943
Br -3.1165 -3.1251 5.4420
H -1.9396 -1.9140 7.8255
H -1.6168 -3.2373 8.9578
H -3.6164 -3.8919 7.7372
H -2.3037 -4.8576 7.0391
Br -0.3119 1.5652 7.2138
C -2.1092 1.8343 7.9119
C -3.1118 0.9953 7.1698
Br -3.5242 1.7385 5.4269
H -2.3189 2.8961 7.8494
H -2.0592 1.5362 8.9566
H -4.0603 0.9712 7.7014
H -2.7667 -0.0200 7.0022
```

Its HOMO energy is -10.5 eV. The energy relative to the best compared isomer or geometry (same formula, charge and spin) comes out at 169.3 kJ/mol. As for the total charge: +1. The orbital gap is 7.08 eV.

---

no.,energy (Eh)
1,-8210.7055
2,-3360.0919
3,-5745.7968
4,-29470.2868